Entry 1:
{
  "formula": "C20H19BBrF16N3O4",
  "method": "wB97M-V/def2-TZVPD",
  "species": ["Br", "F", "F", "F", "F", "F", "F", "F", "F", "F", "F", "F", "F", "F", "F", "F", "F", "O", "O", "O", "O", "N", "N", "N", "C", "C", "C", "C", "C", "C", "C", "C", "C", "C", "C", "C", "C", "C", "C", "C", "C", "C", "C", "C", "B", "H", "H", "H", "H", "H", "H", "H", "H", "H", "H", "H", "H", "H", "H", "H", "H", "H", "H", "H"],
  "coordinates": [[0.9912, -1.8086, -2.7873], [-2.8384, -5.5495, -3.1307], [-3.1580, 6.2664, 4.4738], [-2.6714, -1.7184, -5.6914], [-4.8870, -0.8074, -6.9578], [-1.3489, 5.4018, 5.3387], [0.7921, 1.9643, 6.3101], [-5.2234, -2.8574, -6.2733], [1.0437, 4.1274, 4.7026], [-2.6869, 3.8375, 3.4073], [1.8136, 2.3004, 3.8137], [-3.7316, -0.1808, -4.5835], [-2.4489, 5.5191, 2.0205], [-1.1875, 2.5844, 5.6097], [-2.8916, -6.4091, -5.6488], [-2.8577, -4.3674, -6.4231], [-4.5876, -4.8519, -4.2524], [-3.8855, -2.2496, -3.8652], [3.8106, 0.0590, 2.7050], [-0.3963, -2.0492, -0.4288], [-0.0914, 3.0904, 3.0541], [3.6607, 1.2754, 0.5512], [4.1683, -2.6765, -1.1705], [0.5375, -0.7047, 3.1054], [4.3124, 2.4142, 1.2114], [4.3524, 0.8674, -0.6961], [-1.8822, 5.9085, 4.2123], [3.5730, -2.4919, -0.2075], [1.8866, -3.4189, 1.2419], [0.5169, -1.4795, -0.9089], [2.1146, -0.8673, 1.0424], [-0.5294, 4.3535, 2.5786], [-5.0455, -1.5886, -5.8651], [1.3692, -0.4241, -0.2385], [-3.2586, -4.6840, -4.1016], [1.2096, -0.8253, 2.1832], [-1.8863, 4.8694, 3.0842], [-2.9547, -3.2781, -3.5650], [2.7865, -2.2889, 1.0155], [-3.7900, -1.4742, -4.9876], [1.0797, -4.2814, 1.4312], [-2.5269, -5.1376, -5.3696], [0.6694, 2.9464, 4.1826], [-0.0150, 2.0501, 5.2263], [3.2701, 0.2264, 1.4381], [-1.9313, -2.9759, -3.7863], [-5.9225, -1.2598, -5.3050], [3.3269, 0.4947, 3.4172], [3.5064, -2.3007, 1.8432], [5.1911, 1.5377, -0.8740], [4.0416, 3.3353, 0.6909], [5.4019, 2.3310, 1.1974], [0.2428, 5.1171, 2.6750], [4.7457, -0.1462, -0.6646], [0.6527, 0.3471, 0.0558], [2.0400, 0.0285, -0.9573], [-0.6857, 4.1924, 1.5129], [0.4854, -5.1193, 1.7124], [-0.1792, 1.0549, 4.8079], [-3.0176, -3.3775, -2.4821], [3.7001, 0.9507, -1.5690], [3.9906, 2.5070, 2.2456], [-1.3219, 6.7983, 3.9134], [-1.4445, -5.1066, -5.2206]],
  "largest_force_ha_per_bohr": 0.026,
  "orbital_gap_ev": 10.193,
  "smiles": "C#C[C@@H](C#N)[C@](C#N)(CC(=O)Br)B(O)N(C)C.FC(F)C(F)(F)COC(F)(F)C(F)F.FC(F)C(F)(F)COC(F)(F)C(F)F"
}


Entry 2:
{
  "formula": "C5H13NO",
  "method": "wB97M-V/def2-TZVPD",
  "species": ["O", "N", "C", "C", "C", "C", "C", "H", "H", "H", "H", "H", "H", "H", "H", "H", "H", "H", "H", "H"],
  "coordinates": [[-2.2378, -2.0263, -2.9491], [1.1911, 0.3355, 2.3104], [-0.1933, 0.1648, -1.1789], [0.5385, 0.6561, 0.0330], [0.3775, 0.0617, 1.2207], [-0.5930, -1.0605, 1.4122], [1.4704, 1.8357, -0.1061], [1.1205, -0.1605, 3.1756], [2.0299, 0.8568, 2.1433], [-0.3774, -1.9128, 0.7538], [-1.2755, 0.3539, -1.1722], [-0.5228, -1.4514, 2.4303], [-2.0422, -1.0950, -3.1203], [0.2175, 0.5707, -2.0993], [1.2060, 2.4291, -0.9747], [2.5199, 1.5498, -0.1867], [-2.9817, -1.8687, -2.3500], [-1.6334, -0.8124, 1.1752], [1.3866, 2.5027, 0.7490], [-0.2010, -0.9292, -1.2661]],
  "largest_force_ha_per_bohr": 0.021,
  "orbital_gap_ev": 8.167,
  "smiles": "CC(C)=C(C)N.O"
}


Entry 3:
{
  "formula": "C6H13NO3S",
  "method": "wB97M-V/def2-TZVPD",
  "species": ["S", "O", "O", "O", "N", "C", "C", "C", "C", "C", "C", "H", "H", "H", "H", "H", "H", "H", "H", "H", "H", "H", "H", "H"],
  "coordinates": [[0.6552, 1.7750, -0.8592], [1.5633, 1.0322, -1.6731], [-0.3793, 2.4818, -1.4781], [1.6031, 2.8769, -0.0753], [0.3634, -0.6367, 0.8296], [-1.3443, 1.3827, 1.0495], [-1.4169, -0.7324, -1.2377], [-0.6533, -1.2903, -0.0309], [1.8434, -0.7334, 0.6652], [-0.3534, -1.7662, -1.4335], [0.0771, 1.0175, 0.7521], [2.0550, -1.8171, 0.6074], [2.2414, 3.1635, -0.6544], [-1.1453, 0.2995, -1.5249], [-1.1628, -1.7815, 0.7323], [2.2116, -0.4135, 1.5320], [-2.3659, -1.1863, -1.4175], [-1.6879, 2.0158, 0.2554], [-1.8249, 0.5676, 1.3006], [0.9215, 1.2654, 1.3125], [2.1398, -0.1968, -0.1249], [0.6297, -1.3055, -1.8550], [-0.4298, -2.8521, -1.5968], [-1.4480, 1.9509, 1.9154]],
  "largest_force_ha_per_bohr": 0.119,
  "orbital_gap_ev": 9.561,
  "smiles": "C[C@@H](N(C)C1CC1)S(=O)(=O)O"
}


Entry 4:
{
  "formula": "C18H39Cl2N5O7Si3Ti",
  "method": "wB97M-V/def2-TZVPD",
  "species": ["Ti", "Cl", "Cl", "Si", "Si", "Si", "O", "O", "O", "O", "O", "O", "O", "N", "N", "N", "N", "N", "C", "C", "C", "C", "C", "C", "C", "C", "C", "C", "C", "C", "C", "C", "C", "C", "C", "C", "H", "H", "H", "H", "H", "H", "H", "H", "H", "H", "H", "H", "H", "H", "H", "H", "H", "H", "H", "H", "H", "H", "H", "H", "H", "H", "H", "H", "H", "H", "H", "H", "H", "H", "H", "H", "H", "H", "H"],
  "coordinates": [[1.0305, -0.7494, 0.2748], [4.6260, -1.9687, -3.9323], [4.9772, 1.2973, -2.9982], [-1.4802, 1.2646, -0.7360], [-1.3854, -1.6345, -1.7688], [-2.4236, -1.0393, 0.9882], [2.0308, -2.8048, 3.3981], [-0.0675, -1.4858, -2.7467], [2.0538, -0.6552, -1.2944], [3.9776, 0.1378, -0.4201], [2.3787, -1.4653, 1.6443], [0.6769, -2.6341, 0.2215], [0.8292, -4.5510, 1.3785], [2.7790, 3.1333, 1.0422], [1.4645, 1.2794, 0.3803], [2.0108, -0.1165, 4.2260], [2.1671, 1.5200, 2.5715], [0.3650, 0.0662, 2.5539], [-1.9903, -2.5805, 1.9726], [-1.7338, -3.4510, -1.4604], [-4.1565, -1.4177, 0.2996], [-2.8590, 0.2664, 2.2917], [3.2779, -0.1223, -1.3904], [1.4651, 0.4273, 3.0912], [1.0670, -3.3798, 1.2154], [-1.2328, -0.5020, -0.2928], [-2.7732, -1.1294, -2.9619], [2.3106, 4.2968, 1.7872], [1.9071, -2.5203, 2.2091], [-3.2481, 1.7691, -1.2297], [2.0839, 1.9521, 1.2504], [-1.2239, 2.5360, 0.6594], [3.1421, 3.4216, -0.3377], [3.6584, 0.1998, -2.7546], [-0.4237, 1.7612, -2.2285], [0.7745, -2.5130, -3.2428], [-1.6758, -3.9812, -2.4169], [-4.8141, -1.7779, 1.1000], [-1.1617, -2.4245, 2.6740], [-4.5993, -0.5096, -0.1237], [-3.7285, -0.9442, -2.4575], [-1.0460, 1.8289, -3.1259], [0.0660, 2.7337, -2.0910], [-1.0089, -3.8955, -0.7776], [3.1115, 5.0353, 1.8424], [-2.9255, -1.9272, -3.6994], [3.0681, 1.7065, 2.9783], [0.8070, -3.3675, -2.5615], [1.7899, -2.1345, -3.3498], [-0.0372, -0.6980, 3.0910], [-2.7350, -3.6058, -1.0479], [1.9504, -1.1410, 4.1751], [3.6076, 2.5443, -0.7836], [-3.9362, 1.6118, -0.3902], [2.9769, 0.1432, 4.3642], [-3.3767, -0.2143, 3.1309], [0.3425, 1.0030, -2.4288], [2.9175, 0.2160, -3.5331], [1.4404, 4.7591, 1.3057], [2.2825, 3.7375, -0.9455], [-2.1981, 2.8621, 1.0379], [-1.9758, 0.7790, 2.6784], [-3.5312, 1.0262, 1.8744], [0.4172, -2.8547, -4.2209], [-2.4910, -0.2199, -3.5057], [-3.6325, 1.2071, -2.0856], [-3.2700, 2.8377, -1.4815], [-4.1433, -2.1718, -0.4915], [-2.8623, -2.8922, 2.5567], [-1.6906, -3.4124, 1.3303], [2.0258, 4.0099, 2.7962], [3.8710, 4.2320, -0.3364], [1.4641, 1.7480, -0.5219], [-0.6613, 2.1208, 1.4953], [-0.6934, 3.4215, 0.2848]],
  "largest_force_ha_per_bohr": 0.036,
  "s2": 2.0083,
  "orbital_gap_ev": [5.571, 6.712],
  "charge": -2,
  "multiplicity": 3
}